Molecular formula: C39H42BrF9Ge2N3O3Pt
Method: DFT, ωB97M-V/def2-TZVPD

## Properties
⟨S²⟩: 8.776
Energy relative to the best compared isomer or geometry (same formula, charge and spin) in kcal/mol: 0.0
Energy in Eh: -9647.07283
Charge: 0
Multiplicity: 6
Orbital gap (alpha / beta) in eV: 7.33 / 5.71
E_LUMO (alpha / beta) in eV: 0.38 / -2.38

Each line ends with the Löwdin charge.
Cartesian coordinates (Å):
Pt -0.747 0.596 0.079  1.112
O -3.134 5.309 -1.290  0.042
C -3.323 4.591 -2.452  -0.261
C -3.974 5.134 -3.547  -0.029
C -4.139 4.365 -4.691  -0.090
C -3.655 3.068 -4.732  -0.081
C -3.004 2.538 -3.625  -0.007
C -2.824 3.292 -2.478  -0.090
C -2.135 2.721 -1.253  -0.431
O -1.775 1.418 -1.442  -0.361
N -0.944 3.566 -0.951  0.026
N 0.150 2.951 -0.521  -0.062
C 1.085 3.622 0.037  -0.226
C 2.386 3.018 0.326  -0.635
Br 2.956 1.696 -0.897  0.879
C 3.192 3.420 1.306  -0.125
C 4.541 2.865 1.572  -0.271
C 4.687 1.613 2.166  -0.059
C 5.948 1.082 2.393  -0.090
C 7.080 1.796 2.025  -0.089
C 6.944 3.045 1.436  -0.080
C 5.682 3.577 1.213  -0.037
H -3.575 6.160 -1.370  0.107
H -4.351 6.151 -3.503  0.111
H -4.650 4.787 -5.547  0.102
H -3.792 2.465 -5.621  0.100
H -2.633 1.523 -3.625  0.103
H -2.822 2.827 -0.399  0.134
H -1.137 4.490 -0.583  0.126
H 0.968 4.681 0.272  0.129
H 2.821 4.209 1.958  0.125
H 3.803 1.050 2.443  0.097
H 6.046 0.108 2.857  0.104
H 8.066 1.382 2.200  0.101
H 7.823 3.606 1.145  0.103
H 5.577 4.548 0.744  0.116
F -5.543 -1.258 -1.525  0.157
C -4.213 -1.457 -1.440  -0.539
F -3.976 -2.719 -1.830  0.165
F -3.630 -0.650 -2.318  0.166
C -3.654 -1.218 0.010  -0.315
O -2.305 -1.162 -0.007  -0.284
C -4.343 0.063 0.578  -0.544
F -5.577 -0.175 1.047  0.165
F -4.450 1.024 -0.342  0.170
F -3.630 0.567 1.599  0.127
C -4.110 -2.423 0.894  -0.542
F -3.970 -2.121 2.201  0.144
F -3.363 -3.505 0.654  0.144
F -5.389 -2.781 0.714  0.165
C 1.063 -5.110 0.612  -0.227
Ge 0.493 -3.432 1.425  0.884
C 1.883 -2.712 2.589  -0.229
C -1.112 -3.662 2.496  -0.223
Ge 0.260 -1.547 -0.757  0.964
C 2.171 -2.036 -0.814  -0.399
C 3.098 -1.389 0.002  -0.234
C 4.459 -1.611 -0.143  -0.084
C 4.913 -2.499 -1.110  -0.073
C 4.003 -3.153 -1.934  -0.079
C 2.643 -2.923 -1.789  -0.115
C -0.605 -2.465 -2.232  -0.357
C -0.805 -3.840 -2.333  -0.113
C -1.412 -4.384 -3.455  -0.082
C -1.817 -3.558 -4.495  -0.082
C -1.625 -2.187 -4.404  -0.078
C -1.033 -1.642 -3.273  -0.122
H 1.429 -5.729 1.438  0.031
H 1.875 -4.962 -0.096  0.012
H 0.241 -5.641 0.134  0.014
H 1.710 -3.156 3.574  0.030
H 1.819 -1.630 2.684  -0.015
H 2.875 -2.984 2.237  0.023
H -0.750 -3.989 3.476  0.031
H -1.759 -4.427 2.074  0.020
H -1.679 -2.746 2.617  -0.005
H 2.751 -0.686 0.751  0.056
H 5.162 -1.077 0.485  0.095
H 5.975 -2.673 -1.231  0.104
H 4.355 -3.835 -2.699  0.104
H 1.946 -3.427 -2.450  0.097
H -0.496 -4.500 -1.531  0.073
H -1.573 -5.454 -3.517  0.103
H -2.293 -3.983 -5.371  0.103
H -1.955 -1.537 -5.205  0.107
H -0.931 -0.563 -3.194  0.091
C -1.082 -0.038 3.990  -0.032
C -0.260 0.969 3.181  -0.711
C 1.119 1.188 3.813  -0.041
C -0.990 2.314 3.071  -0.045
N -0.089 0.436 1.853  -0.048
H -1.264 0.352 4.994  0.092
H -0.541 -0.982 4.084  0.072
H -2.040 -0.229 3.506  0.073
H 1.009 1.605 4.816  0.092
H 1.699 1.888 3.209  0.060
H 1.672 0.251 3.896  0.067
H -1.143 2.734 4.068  0.091
H -1.960 2.190 2.593  0.066
H -0.396 3.016 2.483  0.067

=====

Molecular formula: C27H20Cl2CoN3O2S
Method: DFT, ωB97M-V/def2-TZVPD

## Properties
⟨S²⟩: 0.767
Energy relative to the best compared isomer or geometry (same formula, charge and spin) in kcal/mol: 382.9
Energy in Eh: -4056.51633
Charge: -1
Multiplicity: 2
Orbital gap (alpha / beta) in eV: 5.70 / 5.43
E_LUMO (alpha / beta) in eV: 2.10 / 1.84

Each line ends with the Löwdin charge.
Cartesian coordinates (Å):
Co 0.189 0.272 0.957  0.250
S 4.093 0.918 -0.787  1.116
C 4.230 -0.524 0.184  -0.451
C 5.327 -1.354 0.390  -0.098
C 5.157 -2.458 1.205  -0.098
C 3.922 -2.733 1.807  -0.073
C 2.831 -1.912 1.610  0.023
C 3.001 -0.803 0.786  -0.279
N 2.021 0.111 0.465  -0.043
C 2.429 1.059 -0.330  -0.507
C 1.437 2.009 -0.801  -0.231
C 1.637 3.008 -1.753  -0.063
C 0.516 3.708 -2.168  -0.098
C -0.744 3.424 -1.657  -0.042
C -0.975 2.404 -0.706  -0.224
C 0.184 1.710 -0.274  -0.128
H 6.282 -1.145 -0.073  0.102
H 5.994 -3.123 1.378  0.097
H 3.823 -3.606 2.439  0.102
H 1.863 -2.096 2.063  0.114
H 2.618 3.215 -2.164  0.094
H 0.616 4.501 -2.900  0.094
H -1.592 4.005 -1.999  0.113
H -0.912 1.473 1.289  -0.048
C -2.329 2.147 -0.276  -0.300
N -2.501 -0.211 0.645  -0.216
C -2.614 -1.151 -0.191  -0.117
C -1.420 -1.638 -0.812  -0.301
C -1.266 -2.585 -1.819  -0.073
C 0.077 -2.531 -2.202  -0.111
C 0.668 -1.558 -1.401  -0.153
N -0.224 -1.011 -0.545  0.036
C -3.466 1.907 -1.114  -0.262
C -4.798 2.035 -0.677  -0.063
C -5.869 1.708 -1.498  -0.108
C -5.662 1.293 -2.803  -0.118
C -4.353 1.187 -3.271  -0.097
C -3.284 1.463 -2.446  -0.034
H -2.263 2.498 1.975  0.064
H -3.724 1.433 1.482  0.066
H -3.583 -1.590 -0.452  0.121
H -2.053 -3.197 -2.232  0.090
H 0.572 -3.108 -2.967  0.077
H 1.696 -1.242 -1.441  0.094
H -5.012 2.447 0.303  0.091
H -6.879 1.816 -1.117  0.094
H -6.501 1.062 -3.448  0.088
H -4.167 0.849 -4.285  0.096
H -2.273 1.326 -2.808  0.118
Cl 0.843 1.663 2.639  0.189
C -2.144 0.448 2.928  -0.074
Cl -2.389 1.303 1.331  0.814
C -1.423 -0.871 3.021  -0.729
O -1.934 -1.646 3.825  0.031
O -0.369 -1.066 2.331  -0.118
H -2.199 1.165 3.739  0.082

=====

Molecular formula: C4H12
Method: DFT, ωB97M-V/def2-TZVPD

## Properties
Energy relative to the best compared isomer or geometry (same formula, charge and spin) in kcal/mol: 7.3
Energy in Eh: -159.57341
Charge: 0
Multiplicity: 1
Orbital gap in eV: 12.90
E_LUMO in eV: 1.19

Each line ends with the Löwdin charge.
Cartesian coordinates (Å):
C 1.644 -0.141 -0.131  -0.176
C 2.098 1.073 0.697  -0.157
H 1.409 -0.903 0.613  0.068
H 0.862 0.008 -0.866  0.034
H 2.438 -0.576 -0.731  0.058
H 1.393 1.221 1.510  0.058
H 2.063 1.984 0.096  0.060
H 3.119 0.919 1.033  0.061
C -1.878 -1.235 -0.383  -0.160
C -1.878 0.282 -0.179  -0.167
H -2.810 -1.617 -0.784  0.057
H -1.057 -1.520 -1.040  0.054
H -1.694 -1.718 0.573  0.059
H -0.904 0.687 -0.427  0.026
H -2.200 0.669 0.789  0.064
H -2.589 0.778 -0.848  0.061

=====

Molecular formula: C44H40Cl5N4O5ReSi
Method: DFT, ωB97M-V/def2-TZVPD

## Properties
⟨S²⟩: 3.783
Energy relative to the best compared isomer or geometry (same formula, charge and spin) in kcal/mol: 13.2
Energy in Eh: -4964.54903
Charge: +1
Multiplicity: 4
Orbital gap (alpha / beta) in eV: 8.44 / 7.47
E_LUMO (alpha / beta) in eV: -2.43 / -3.48

Each line ends with the Löwdin charge.
Cartesian coordinates (Å):
Re 0.429 0.024 0.708  1.493
N -1.989 -0.842 0.780  0.026
C -1.975 -2.288 0.955  -0.273
C -3.087 -3.026 0.196  -0.128
C -3.142 -2.921 -1.340  -0.151
C -2.409 -4.006 -2.140  -0.143
N -0.996 -3.732 -2.397  0.110
C -0.569 -2.815 -3.252  -0.425
N 0.713 -2.466 -3.277  0.230
N -1.415 -2.253 -4.124  0.222
C -0.603 -2.834 0.569  -0.583
O -0.421 -4.038 0.516  0.073
O 0.322 -1.975 0.238  -0.244
H -2.614 -0.372 1.424  0.094
H -2.269 -0.567 -0.156  0.077
H -2.097 -2.529 2.012  0.165
H -4.031 -2.630 0.572  0.122
H -3.032 -4.074 0.495  0.123
H -2.799 -1.940 -1.689  0.109
H -4.195 -2.996 -1.610  0.120
H -2.910 -4.157 -3.098  0.117
H -2.459 -4.951 -1.605  0.136
H -0.357 -4.042 -1.672  0.137
H 1.347 -2.720 -2.537  0.116
H 1.043 -1.754 -3.907  0.120
H -2.353 -2.598 -4.220  0.115
H -1.077 -1.629 -4.835  0.132
O 1.036 2.387 0.232  -0.130
C -0.113 3.176 -0.181  -0.296
C -1.189 2.106 -0.630  -0.577
O -2.342 2.406 -0.817  0.109
O -0.651 0.930 -0.845  -0.225
C -0.523 4.087 0.965  -0.242
C -1.818 4.584 1.082  -0.044
C -2.136 5.464 2.109  -0.062
C -1.174 5.861 3.024  -0.075
C 0.120 5.373 2.908  -0.065
C 0.445 4.500 1.881  -0.050
C 0.199 3.968 -1.452  -0.118
C -0.005 5.340 -1.546  0.005
C 0.285 6.009 -2.727  -0.055
C 0.792 5.322 -3.820  -0.069
C 0.991 3.953 -3.734  -0.070
C 0.686 3.280 -2.562  -0.029
H 1.679 2.361 -0.497  0.066
H -2.573 4.271 0.376  0.113
H -3.145 5.851 2.187  0.109
H -1.424 6.559 3.812  0.107
H 0.887 5.674 3.611  0.108
H 1.459 4.137 1.791  0.109
H -0.386 5.896 -0.702  0.117
H 0.116 7.076 -2.789  0.111
H 1.024 5.853 -4.734  0.108
H 1.378 3.406 -4.585  0.102
H 0.797 2.204 -2.518  0.102
Cl -0.942 1.595 2.607  0.853
C -0.035 0.436 3.528  -0.659
C 0.722 -0.448 2.764  -0.349
C 1.402 -1.422 3.496  -0.658
Cl 2.284 -2.644 2.679  0.825
C 1.369 -1.459 4.893  -0.693
Cl 2.218 -2.677 5.749  0.718
C 0.641 -0.505 5.604  -0.698
Cl 0.611 -0.525 7.313  0.727
C -0.085 0.460 4.907  -0.705
Cl -1.008 1.649 5.729  0.721
C 5.118 -4.055 -1.401  -0.079
C 3.915 -4.254 -0.737  -0.080
C 3.209 -3.173 -0.221  -0.163
C 3.680 -1.862 -0.368  -0.281
C 4.892 -1.686 -1.046  -0.102
C 5.608 -2.765 -1.546  -0.072
Si 2.865 -0.272 0.287  0.686
C 3.803 0.336 1.817  -0.304
C 4.932 -0.324 2.304  -0.093
C 5.559 0.099 3.469  -0.069
C 5.078 1.202 4.160  -0.075
C 3.971 1.889 3.678  -0.071
C 3.342 1.455 2.520  -0.129
C 3.318 0.949 -1.109  -0.320
C 4.091 2.088 -0.854  -0.082
C 4.496 2.927 -1.888  -0.053
C 4.152 2.633 -3.198  -0.078
C 3.388 1.507 -3.474  -0.098
C 2.966 0.689 -2.438  -0.126
H 5.667 -4.897 -1.800  0.106
H 3.524 -5.257 -0.613  0.107
H 2.288 -3.365 0.312  0.025
H 5.290 -0.684 -1.174  0.107
H 6.551 -2.598 -2.051  0.108
H 5.318 -1.187 1.772  0.101
H 6.418 -0.444 3.842  0.108
H 5.570 1.532 5.067  0.107
H 3.587 2.753 4.208  0.106
H 2.475 1.999 2.157  0.073
H 4.390 2.310 0.164  0.103
H 5.096 3.801 -1.666  0.111
H 4.477 3.279 -4.004  0.112
H 3.120 1.269 -4.497  0.106
H 2.361 -0.188 -2.661  0.084

=====

Molecular formula: C7H16IO5W
Method: DFT, ωB97M-V/def2-TZVPD

## Properties
Energy relative to the best compared isomer or geometry (same formula, charge and spin) in kcal/mol: 45.7
Energy in Eh: -1015.92063
Charge: +3
Multiplicity: 1
Orbital gap (alpha / beta) in eV: 6.52 / 6.46
E_LUMO (alpha / beta) in eV: -15.05 / -15.10

Each line ends with the Löwdin charge.
Cartesian coordinates (Å):
W -0.404 -0.155 -0.403  1.489
C 0.758 -3.116 -0.701  0.063
O -0.123 -2.176 0.062  -0.482
C -0.470 -2.634 1.426  -0.065
C -0.235 -1.471 2.351  -0.028
O -0.812 -0.314 1.614  -0.330
C -1.448 0.792 2.371  -0.021
C -1.242 2.006 1.503  -0.060
O -1.466 1.547 0.107  -0.445
C -2.358 2.457 -0.694  0.053
H 0.242 -4.073 -0.729  0.133
H 0.863 -2.713 -1.704  0.101
H 1.717 -3.173 -0.191  0.129
H -1.513 -2.949 1.392  0.157
H 0.169 -3.478 1.682  0.168
H -0.766 -1.589 3.295  0.171
H 0.816 -1.242 2.524  0.164
H -2.492 0.514 2.508  0.166
H -0.944 0.897 3.332  0.171
H -1.965 2.790 1.724  0.167
H -0.231 2.408 1.557  0.154
H -1.911 3.447 -0.655  0.131
H -2.380 2.074 -1.707  0.071
H -3.342 2.422 -0.234  0.128
I -2.531 -1.037 -1.590  0.873
C 0.220 0.301 -2.448  0.177
H -0.390 0.365 -3.352  0.049
H 1.275 0.522 -2.640  0.077
O 1.052 1.087 -0.276  -0.182
O 1.469 -0.226 -0.267  -0.181

=====

Molecular formula: C5H5NO2
Method: DFT, ωB97M-V/def2-TZVPD

## Properties
Energy relative to the best compared isomer or geometry (same formula, charge and spin) in kcal/mol: 94.5
Energy in Eh: -398.62795
Charge: 0
Multiplicity: 1
Orbital gap in eV: 9.44
E_LUMO in eV: -0.63

Each line ends with the Löwdin charge.
Cartesian coordinates (Å):
C 0.201 0.670 0.068  -0.265
C 1.562 0.118 0.587  -0.138
C -0.648 -0.502 0.091  -0.321
C -1.423 -0.853 -0.985  0.161
C -0.561 -0.876 1.387  -0.215
H 0.391 2.000 -1.447  0.151
H -0.258 1.632 0.471  0.192
H 2.095 -0.735 0.102  0.153
H -1.276 -0.383 -1.900  0.040
H -2.317 -1.597 -1.063  0.121
N -0.455 -1.147 2.548  0.221
O 0.507 0.961 -1.407  -0.102
O 2.181 0.711 1.549  0.001

=====

Molecular formula: C13H17AsBF4ReS6Te
Method: DFT, ωB97M-V/def2-TZVPD

## Properties
Energy relative to the best compared isomer or geometry (same formula, charge and spin) in kcal/mol: 0.0
Energy in Eh: -5901.33565
Charge: 0
Multiplicity: 1
Orbital gap in eV: 6.29
E_LUMO in eV: -1.79

Each line ends with the Löwdin charge.
Cartesian coordinates (Å):
Re -6.375 -12.796 15.677  0.512
C -8.204 -9.549 12.982  -0.107
C -7.923 -10.403 14.163  -0.695
S -6.294 -11.104 14.160  0.604
C -8.773 -10.750 15.132  -0.723
C -10.152 -10.245 15.372  -0.118
S -8.208 -11.796 16.378  0.710
H -7.483 -8.686 13.024  0.103
H -9.230 -9.152 12.971  0.085
H -7.994 -10.097 12.072  0.051
H -10.267 -9.199 15.123  0.076
H -10.340 -10.328 16.459  0.069
H -10.888 -10.833 14.813  0.092
S -3.488 -17.606 15.985  -0.046
As -3.113 -15.661 15.872  0.280
S -7.137 -14.315 14.590  0.175
S -3.360 -13.144 13.403  -0.186
S -2.552 -15.080 13.697  -0.146
C -2.985 -10.628 6.229  -0.044
C -3.341 -11.263 7.539  -0.270
C -2.468 -12.068 8.228  -0.013
C -2.816 -12.638 9.461  -0.282
C -1.794 -13.542 10.105  -0.083
C -4.107 -12.443 9.988  -0.466
Te -4.884 -13.561 11.617  0.979
C -4.998 -11.629 9.291  -0.315
C -6.422 -11.416 9.784  -0.113
C -4.606 -11.080 8.066  -0.016
H -2.352 -9.757 6.370  0.083
H -3.858 -10.321 5.676  0.071
H -2.418 -11.332 5.606  0.086
H -1.487 -12.219 7.859  0.109
H -1.033 -13.809 9.390  0.072
H -2.248 -14.476 10.491  0.052
H -1.322 -13.070 10.945  0.064
H -6.438 -11.076 10.839  0.036
H -7.035 -12.296 9.631  0.069
H -6.921 -10.628 9.162  0.090
H -5.290 -10.436 7.554  0.107
F -4.995 -10.548 18.162  0.219
B -4.780 -11.839 17.858  -1.162
F -6.040 -12.607 17.841  -0.075
F -3.802 -12.438 18.586  0.200
F -4.524 -11.999 16.374  -0.132

=====

Molecular formula: C4H8BF4ORb
Method: DFT, ωB97M-V/def2-TZVPD

## Properties
Energy relative to the best compared isomer or geometry (same formula, charge and spin) in kcal/mol: 0.0
Energy in Eh: -681.09817
Charge: 0
Multiplicity: 1
Orbital gap in eV: 9.95
E_LUMO in eV: -0.79

Each line ends with the Löwdin charge.
Cartesian coordinates (Å):
Rb 0.834 -1.411 -1.409  1.051
B 2.671 -1.141 -4.640  -1.259
F 1.818 -0.871 -5.726  0.092
F 2.430 -0.247 -3.559  -0.013
F 2.430 -2.447 -4.175  0.057
F 4.010 -1.006 -5.044  0.097
C -1.394 1.365 2.502  -0.157
C -2.026 0.059 2.121  -0.162
C -0.816 -0.739 1.630  -0.244
O -0.071 0.201 0.897  -0.267
C -0.259 1.530 1.430  -0.140
H -0.927 1.396 3.487  0.114
H -2.089 2.199 2.408  0.113
H -2.680 0.228 1.263  0.123
H -2.587 -0.439 2.910  0.121
H -1.166 -1.523 0.949  0.103
H -0.220 -1.183 2.437  0.131
H -0.643 2.187 0.652  0.121
H 0.684 1.840 1.869  0.120

=====

> Among the records above, which one has the highest energy?

C4H12